C24H40B2F4N6PdSe4 | the ωB97M-V functional and the def2-TZVPD basis

Atoms and positions in Å:
Pd  0.50  -0.39  -0.73
C  -2.52  2.37  2.72
C  -1.70  2.23  1.48
C  -1.43  3.16  0.50
C  -0.60  2.52  -0.44
N  -0.40  1.27  -0.01
N  -1.06  1.09  1.16
B  -1.01  -0.27  1.90
N  0.49  -0.55  2.17
N  1.38  -0.09  1.25
C  2.57  -0.01  1.83
C  2.45  -0.42  3.16
C  1.12  -0.75  3.34
C  0.42  -1.24  4.56
C  3.75  0.70  1.19
C  5.04  0.34  1.92
C  3.47  2.21  1.35
C  3.91  0.39  -0.30
N  -1.68  -1.29  0.95
N  -1.55  -1.08  -0.39
C  -2.41  -1.89  -1.01
C  -3.09  -2.64  -0.04
C  -2.61  -2.23  1.18
C  -2.98  -2.67  2.56
C  -2.70  -1.84  -2.50
C  -4.21  -1.58  -2.66
C  -2.34  -3.18  -3.16
C  -1.94  -0.70  -3.18
C  -0.03  3.12  -1.70
C  0.84  2.13  -2.47
C  0.81  4.34  -1.32
C  -1.20  3.56  -2.60
H  -2.94  3.38  2.76
H  -1.93  2.20  3.62
H  -3.35  1.66  2.72
H  -1.78  4.17  0.46
H  -1.60  -0.23  2.95
H  3.23  -0.48  3.91
H  1.15  -1.49  5.33
H  -0.17  -2.13  4.35
H  -0.26  -0.48  4.96
H  5.03  0.71  2.95
H  5.89  0.80  1.42
H  5.20  -0.74  1.94
H  3.29  2.46  2.40
H  2.58  2.49  0.78
H  4.32  2.79  0.99
H  4.35  -0.60  -0.46
H  4.57  1.13  -0.76
H  2.97  0.43  -0.84
H  -3.85  -3.39  -0.21
H  -3.77  -3.43  2.49
H  -3.34  -1.84  3.16
H  -2.12  -3.12  3.07
H  -4.80  -2.38  -2.22
H  -4.46  -1.51  -3.72
H  -4.49  -0.64  -2.17
H  -2.82  -4.01  -2.63
H  -1.27  -3.34  -3.16
H  -2.69  -3.19  -4.19
H  -2.21  0.26  -2.74
H  -2.19  -0.68  -4.25
H  -0.87  -0.83  -3.11
H  1.70  1.82  -1.89
H  1.21  2.60  -3.38
H  0.28  1.25  -2.77
H  1.64  4.06  -0.68
H  0.21  5.09  -0.80
H  1.21  4.81  -2.23
H  -1.82  2.70  -2.88
H  -0.82  4.02  -3.51
H  -1.84  4.28  -2.09
Se  0.49  -4.01  0.64
Se  0.97  -4.87  2.58
Se  3.75  -3.53  1.76
Se  2.52  -3.00  0.07
F  2.71  -2.66  -2.94
B  1.54  -1.98  -3.12
F  0.56  -2.37  -2.06
F  0.96  -2.17  -4.35
F  1.73  -0.58  -2.85

Values from the calculation:
Charge ... 0
DFT total energy ... -311574.106 eV
Kohn-Sham gap (alpha / beta) ... 5.42 / 5.42 eV
HOMO level (alpha / beta) ... -7.74 / -7.74 eV
ΔE to the lowest compared entry with this formula, charge and spin ... 14.4 kcal per mole

---

C24H40Br12FN3O2S2 | the ωB97M-V functional and the def2-TZVPD basis

Atoms and positions in Å:
N  -0.79  -3.87  -0.97
C  -0.30  -4.49  -0.21
C  0.50  -5.25  0.73
C  1.85  -4.61  1.07
C  2.51  -3.83  -0.07
C  2.61  -2.33  0.22
S  1.03  -1.47  0.40
C  0.83  -0.53  -1.09
S  1.38  -1.16  -2.48
N  0.18  0.65  -0.92
C  1.02  1.72  -0.36
C  1.56  2.70  -1.39
O  0.66  3.06  -2.40
C  0.31  1.86  -3.07
C  -0.55  1.07  -2.12
C  -0.34  -5.53  1.98
O  -0.67  -6.86  1.95
F  0.34  -5.34  3.10
C  -1.59  -4.76  2.05
N  -2.47  -4.12  2.04
H  0.68  -6.20  0.28
H  2.50  -5.42  1.33
H  1.82  -3.98  1.93
H  2.08  -4.02  -1.04
H  3.53  -4.17  -0.12
H  3.18  -1.82  -0.53
H  3.11  -2.23  1.17
H  1.87  1.28  0.13
H  0.47  2.27  0.39
H  1.81  3.60  -0.86
H  2.49  2.36  -1.83
H  -0.20  2.06  -3.99
H  1.24  1.37  -3.31
H  -1.31  1.76  -1.78
H  -1.01  0.21  -2.56
H  -0.95  -7.06  2.84
Br  -4.50  -0.22  -0.94
C  -5.02  -1.47  -2.33
C  -3.87  -2.28  -2.88
Br  -2.80  -1.20  -4.08
H  -5.50  -0.88  -3.10
H  -5.75  -2.12  -1.86
H  -4.25  -3.11  -3.48
H  -3.20  -2.68  -2.12
Br  -9.20  3.83  -0.53
C  -9.21  2.05  0.26
C  -8.08  1.20  -0.27
Br  -8.48  0.56  -2.05
H  -10.19  1.62  0.07
H  -9.09  2.21  1.33
H  -7.96  0.31  0.34
H  -7.14  1.73  -0.32
Br  -0.57  0.00  6.23
C  -1.29  -0.51  4.49
C  -0.91  -1.92  4.13
Br  0.94  -2.03  3.55
H  -0.93  0.22  3.77
H  -2.36  -0.43  4.59
H  -1.50  -2.27  3.29
H  -1.02  -2.61  4.96
Br  4.85  1.01  -1.86
C  6.53  1.93  -2.19
C  6.40  3.41  -1.92
Br  5.46  4.32  -3.36
H  6.82  1.71  -3.21
H  7.24  1.48  -1.51
H  7.39  3.87  -1.88
H  5.87  3.63  -1.01
Br  -4.82  -0.05  4.84
C  -4.77  -0.59  6.71
C  -5.62  0.30  7.57
Br  -4.75  2.00  7.91
H  -3.73  -0.60  7.01
H  -5.16  -1.61  6.72
H  -5.77  -0.15  8.55
H  -6.59  0.52  7.12
Br  9.86  5.71  -3.50
C  8.72  6.67  -4.75
C  9.02  6.29  -6.18
Br  10.65  7.14  -6.82
H  8.86  7.73  -4.56
H  7.70  6.39  -4.49
H  8.23  6.65  -6.84
H  9.14  5.23  -6.31

Values from the calculation:
Charge ... 0
DFT total energy ... -898997.999 eV
Kohn-Sham gap ... 8.24 eV
HOMO level ... -7.95 eV
Structure (SMILES) ... N#C[C@@H](CCCSC(=S)N1CCOCC1)[C@@](O)(F)C#N.BrCCBr.BrCCBr.BrCCBr.BrCCBr.BrCCBr.BrCCBr
ΔE to the lowest compared entry with this formula, charge and spin ... 0.0 kcal per mole

---

C24H40BrF3N3O12S5 | the ωB97M-V functional and the def2-TZVPD basis

Atoms and positions in Å:
C  -1.60  0.67  8.34
C  -1.19  0.90  7.24
C  -0.69  1.24  5.93
Br  1.25  1.66  6.33
S  -0.49  -0.08  4.69
C  -0.87  1.03  3.44
N  -0.77  0.63  2.13
C  -1.84  0.28  1.59
S  -3.16  0.03  0.82
N  -1.26  2.22  3.81
O  -1.67  3.06  2.80
C  -0.77  4.18  2.54
C  0.73  3.90  2.70
C  1.49  4.68  1.59
C  2.95  4.88  2.05
C  -1.38  2.54  5.25
C  -2.89  2.61  5.57
C  -3.77  1.54  4.91
O  -3.55  0.21  5.33
C  -4.33  -0.18  6.44
C  -4.11  -1.69  6.59
F  -4.36  -2.34  5.45
F  -4.86  -2.19  7.57
F  -2.81  -1.94  6.89
N  -0.62  3.66  5.72
C  -1.17  4.77  5.65
O  -1.64  5.81  5.51
H  -1.83  0.43  9.35
H  -0.97  4.44  1.50
H  -1.06  5.06  3.12
H  1.10  4.30  3.64
H  1.00  2.85  2.56
H  1.05  5.67  1.44
H  1.45  4.09  0.67
H  3.65  4.93  1.21
H  3.02  5.75  2.70
H  3.21  4.02  2.68
H  -3.05  2.57  6.65
H  -3.31  3.57  5.25
H  -4.81  1.81  5.14
H  -3.69  1.56  3.82
H  -3.96  0.29  7.35
H  -5.39  -0.02  6.27
O  4.74  2.42  0.57
S  5.73  1.39  0.45
O  6.76  1.49  -0.54
O  4.98  -0.01  0.29
C  3.99  -0.13  -0.76
C  4.62  -0.28  -2.13
C  6.46  1.07  2.02
H  3.31  0.73  -0.72
H  3.41  -1.02  -0.51
H  5.14  0.63  -2.43
H  3.84  -0.49  -2.87
H  5.34  -1.09  -2.13
H  5.67  0.97  2.76
H  7.09  1.92  2.25
H  7.06  0.17  1.95
O  -2.77  -1.58  -2.65
S  -1.65  -2.45  -2.46
O  -0.43  -2.22  -3.17
O  -2.11  -3.95  -2.67
C  -2.79  -4.29  -3.90
C  -1.84  -4.40  -5.08
C  -1.29  -2.56  -0.74
H  -3.58  -3.56  -4.10
H  -3.27  -5.25  -3.71
H  -1.41  -3.44  -5.33
H  -2.37  -4.78  -5.96
H  -1.02  -5.08  -4.84
H  -2.22  -2.76  -0.21
H  -0.87  -1.61  -0.44
H  -0.57  -3.36  -0.58
O  -1.40  -4.04  -8.99
S  -0.34  -4.00  -9.96
O  0.55  -5.12  -10.10
O  0.51  -2.68  -9.73
C  1.03  -2.43  -8.41
C  2.24  -3.28  -8.09
C  -0.99  -3.59  -11.54
H  0.24  -2.56  -7.67
H  1.31  -1.38  -8.40
H  1.97  -4.34  -8.01
H  2.67  -2.98  -7.13
H  3.00  -3.19  -8.86
H  -1.64  -2.72  -11.43
H  -1.55  -4.45  -11.89
H  -0.16  -3.38  -12.21

Values from the calculation:
Charge ... +1
DFT total energy ... -186935.513 eV
Kohn-Sham gap ... 8.23 eV
HOMO level ... -11.94 eV

---

C24H40MnN4OSSb | the ωB97M-V functional and the def2-TZVPD basis

Atoms and positions in Å:
Mn  0.64  -1.04  -0.18
C  1.96  -2.37  1.99
C  2.06  -3.43  0.91
N  1.66  -2.83  -0.39
C  0.76  -3.71  -1.19
C  -0.61  -3.77  -0.54
N  -1.03  -2.39  -0.16
C  -1.61  -2.26  1.20
C  -0.51  -2.35  2.24
N  0.71  -1.58  1.81
H  1.99  -2.80  2.99
H  2.80  -1.68  1.90
H  3.06  -3.85  0.87
H  1.39  -4.26  1.13
H  2.48  -2.65  -0.96
H  0.69  -3.28  -2.19
H  1.19  -4.71  -1.29
H  -1.34  -4.22  -1.22
H  -0.60  -4.39  0.35
H  -1.72  -2.04  -0.81
H  -2.11  -1.29  1.25
H  -2.36  -3.03  1.38
H  -0.86  -1.99  3.21
H  -0.21  -3.39  2.38
H  0.78  -0.75  2.40
C  2.20  0.00  -4.28
S  1.26  0.59  -2.89
C  -0.29  0.93  -3.71
O  1.04  -0.71  -2.07
H  2.35  0.84  -4.96
H  1.66  -0.80  -4.77
H  3.16  -0.35  -3.91
H  -0.09  1.70  -4.47
H  -0.99  1.33  -2.98
H  -0.66  0.02  -4.18
N  -0.52  0.36  -0.05
C  -1.48  1.15  0.22
C  -1.25  2.30  1.13
C  -1.64  3.59  0.76
C  -1.36  4.66  1.59
C  -0.72  4.45  2.81
C  -0.35  3.16  3.19
C  -0.61  2.09  2.35
C  -2.82  0.92  -0.36
C  -2.99  0.10  -1.48
C  -4.25  -0.16  -1.98
C  -5.37  0.39  -1.34
C  -5.21  1.19  -0.23
C  -3.95  1.47  0.27
H  -2.15  3.75  -0.18
H  -1.65  5.66  1.30
H  -0.52  5.28  3.46
H  0.11  3.00  4.16
H  -0.37  1.08  2.66
H  -2.11  -0.30  -1.99
H  -4.38  -0.77  -2.86
H  -6.36  0.18  -1.73
H  -6.08  1.61  0.26
H  -3.84  2.09  1.14
C  4.33  0.53  -0.56
Sb  2.47  0.84  0.41
C  1.97  2.83  -0.06
C  3.04  0.98  2.44
H  5.04  1.23  -0.11
H  4.25  0.74  -1.62
H  4.70  -0.49  -0.41
H  2.92  3.37  -0.14
H  1.36  3.25  0.73
H  1.44  2.89  -1.01
H  3.70  1.84  2.49
H  3.60  0.10  2.78
H  2.19  1.17  3.10

Values from the calculation:
Charge ... +3
DFT total energy ... -82212.399 eV
Kohn-Sham gap (alpha / beta) ... 7.06 / 7.53 eV
Expectation value of S² ... 3.87
Multiplicity ... 4
HOMO level (alpha / beta) ... -17.16 / -17.19 eV

---

C24H40MnO17 | the ωB97M-V functional and the def2-TZVPD basis

Atoms and positions in Å:
Mn  -2.83  -1.70  2.43
C  -1.04  -5.42  2.44
C  -1.04  -4.00  2.89
O  -2.35  -3.55  3.35
H  -0.22  -5.52  1.72
H  -1.88  -5.81  1.88
H  -0.75  -6.09  3.25
H  -0.79  -3.30  2.09
H  -0.22  -3.84  3.59
C  -0.67  -0.22  -1.25
C  -0.67  -0.49  0.27
O  -1.90  -0.76  0.81
H  -1.58  0.22  -1.66
H  -0.51  -1.16  -1.77
H  0.16  0.46  -1.45
H  -0.31  0.35  0.86
H  0.07  -1.29  0.34
C  -0.83  3.54  2.35
C  -1.36  4.00  0.99
C  -2.21  2.98  0.24
O  -3.47  3.48  0.03
C  -3.46  4.74  0.58
O  -4.36  5.48  0.44
O  -2.35  4.88  1.31
H  0.16  3.08  2.31
H  -1.63  2.88  2.68
H  -0.65  4.42  2.97
H  -0.70  4.64  0.41
H  -2.31  2.03  0.77
H  -1.71  2.77  -0.70
C  1.98  1.70  -3.61
C  2.64  2.70  -2.65
C  1.78  3.79  -2.14
O  1.72  3.67  -0.77
C  2.47  2.71  -0.39
O  2.66  2.46  0.72
O  2.92  2.06  -1.45
H  2.42  0.71  -3.59
H  2.12  2.02  -4.64
H  0.92  1.46  -3.52
H  3.61  3.00  -3.05
H  0.84  3.80  -2.69
H  2.40  4.60  -2.53
C  5.12  -1.95  -2.21
C  4.32  -2.41  -0.96
C  3.03  -1.67  -0.83
O  2.08  -2.69  -0.59
C  2.68  -3.93  -0.60
O  2.05  -4.96  -0.40
O  4.02  -3.77  -0.92
H  4.92  -2.52  -3.12
H  6.17  -2.08  -1.97
H  5.07  -0.90  -2.48
H  5.04  -2.16  -0.18
H  2.76  -1.08  -1.71
H  3.14  -1.00  0.01
C  2.76  -1.04  3.56
C  2.18  -0.04  4.65
C  1.21  0.85  3.87
O  -0.04  0.34  4.11
C  0.08  -0.62  5.08
O  -0.88  -1.31  5.46
O  1.31  -0.70  5.51
H  3.46  -0.61  2.84
H  2.01  -1.55  2.95
H  3.37  -1.69  4.18
H  2.97  0.43  5.24
H  1.53  0.96  2.83
H  1.27  1.82  4.35
C  -5.07  0.62  -2.13
C  -5.00  -0.26  -3.47
C  -3.67  -0.48  -4.11
O  -3.44  -1.85  -4.24
C  -4.46  -2.46  -3.69
O  -4.57  -3.65  -3.55
O  -5.27  -1.59  -3.03
H  -4.95  1.68  -2.37
H  -4.22  0.30  -1.53
H  -6.00  0.53  -1.57
H  -5.63  0.20  -4.23
H  -2.82  -0.11  -3.53
H  -3.57  -0.11  -5.13

Values from the calculation:
Charge ... 0
DFT total energy ... -91660.564 eV
Kohn-Sham gap (alpha / beta) ... 7.66 / 7.29 eV
Expectation value of S² ... 8.76
Multiplicity ... 6
HOMO level (alpha / beta) ... -8.52 / -8.57 eV

---

C24H40N6OPtSSi2 | the ωB97M-V functional and the def2-TZVPD basis

Atoms and positions in Å:
Pt  -0.89  0.37  0.25
C  2.85  -0.65  -2.10
C  1.48  -0.50  -1.56
N  1.14  -0.59  -0.18
N  1.85  -0.25  2.19
C  0.78  -0.11  2.97
N  1.00  0.11  4.26
S  -0.88  -0.13  2.48
C  0.38  -0.16  -2.40
C  0.49  -0.15  -3.80
C  -0.60  0.15  -4.58
C  -1.81  0.47  -3.98
C  -1.88  0.48  -2.60
N  -0.82  0.17  -1.83
H  3.60  -0.70  -1.32
H  3.09  0.19  -2.76
H  2.94  -1.56  -2.70
H  2.75  -0.09  2.64
H  1.92  0.03  4.67
H  0.22  0.30  4.87
H  1.44  -0.41  -4.25
H  -0.52  0.14  -5.66
H  -2.69  0.71  -4.56
H  -2.79  0.73  -2.07
C  0.93  4.73  -1.07
Si  0.32  3.50  0.16
C  0.31  4.14  1.89
C  -1.25  2.67  -0.33
N  1.57  2.18  0.10
C  2.67  1.96  0.46
C  3.95  1.80  0.89
C  4.75  0.70  1.22
C  4.55  -0.68  1.13
C  3.45  -1.44  0.86
C  2.03  -1.01  0.95
N  1.04  -1.87  0.52
Si  0.58  -3.58  0.21
C  1.24  -4.40  1.72
C  -1.27  -3.50  0.11
C  1.33  -4.17  -1.37
H  0.34  5.65  -1.01
H  0.85  4.34  -2.09
H  1.97  4.98  -0.88
H  -0.26  5.07  1.94
H  1.33  4.36  2.23
H  -0.14  3.42  2.58
H  -2.01  3.40  -0.62
H  -1.66  2.08  0.49
H  -1.09  2.03  -1.20
H  4.44  2.77  0.89
H  5.76  0.98  1.50
H  5.47  -1.26  1.24
H  3.58  -2.50  0.68
H  0.77  -4.02  2.62
H  2.32  -4.27  1.80
H  1.05  -5.48  1.67
H  -1.66  -2.94  0.96
H  -1.72  -4.50  0.12
H  -1.58  -3.01  -0.82
H  2.42  -4.08  -1.36
H  0.94  -3.62  -2.24
H  1.08  -5.22  -1.52
C  -5.47  0.65  1.18
C  -5.51  -0.33  -0.01
C  -4.08  -0.82  -0.05
O  -3.31  0.38  0.19
C  -4.04  1.20  1.16
H  -5.67  0.13  2.11
H  -6.20  1.45  1.08
H  -5.75  0.20  -0.93
H  -6.22  -1.14  0.14
H  -3.77  -1.25  -1.00
H  -3.89  -1.54  0.75
H  -3.97  2.23  0.82
H  -3.55  1.11  2.13

Values from the calculation:
Charge ... +2
DFT total energy ... -66345.368 eV
Kohn-Sham gap (alpha / beta) ... 6.83 / 6.52 eV
Expectation value of S² ... 6.06
Multiplicity ... 5
HOMO level (alpha / beta) ... -11.87 / -14.01 eV
ΔE to the lowest compared entry with this formula, charge and spin ... 109.4 kcal per mole